(1)
# C20H24GaN4O2Si

C20H24GaN4O2Si as an isolated structure in a non-equilibrium geometry (wB97M-V/def2-TZVPD, OMol25).

The total energy is -91436.4399 eV. The LUMO energy comes out at -4.05 eV. Its energy relative to the best compared isomer or geometry (same formula, charge and spin) is 0.3459 eV. The HOMO energy is -10.6 eV. As for the HOMO-LUMO gap: 6.5 eV.

Structure (ORCA input):
```
! RIJCOSX wB97M-V def2-TZVPD def2/J DEFGRID3
* xyz 1 1
Ga -0.84736 -0.37863 -0.03099
C 3.94271 -1.07640 0.15134
C 3.17159 0.03965 -0.50946
C 3.84688 0.85916 -1.43704
C 3.25910 2.07577 -1.76466
C 1.97490 2.36813 -1.31375
C 1.22807 1.36048 -0.60279
N 1.87038 0.24347 -0.17578
N -0.11635 1.40708 -0.39120
Si -0.99077 2.91768 -0.36218
C 0.11921 4.20863 0.49362
C -2.57556 2.95854 0.71050
C -1.49399 3.30102 -2.13465
H 3.28580 -1.76299 0.76489
H 4.76941 -0.61982 0.75760
H 4.40114 -1.74070 -0.64405
H 4.92227 0.75669 -1.66930
H 3.72571 2.82041 -2.47444
H 1.47297 3.29112 -1.57060
H 0.17656 4.92907 -0.31548
H 1.17189 3.84219 0.77303
H -0.34460 4.81712 1.27896
H -3.23140 2.13343 0.41515
H -3.12805 3.88288 0.44870
H -2.44728 3.03301 1.77405
H -1.64109 2.30324 -2.63583
H -0.62958 3.77477 -2.69301
H -2.38077 3.89072 -2.33297
O -3.69548 -1.87567 -2.13124
C -2.64392 -1.54849 -1.60662
O -2.52329 -0.45911 -0.80276
C -1.44141 -2.41283 -1.64814
C -1.43305 -3.60655 -2.34008
C -0.33916 -4.39470 -2.24242
C 0.68429 -4.07108 -1.35594
C 0.64799 -2.84271 -0.75881
N -0.34660 -1.95662 -0.97667
H -2.37969 -3.95380 -2.70679
H -0.31853 -5.40442 -2.66621
H 1.49905 -4.77880 -1.14489
H 1.40177 -2.51890 0.02161
C -1.28781 -1.81926 4.34614
C -0.15662 -1.08322 4.04674
C -0.06248 -0.52540 2.78611
N -0.99834 -0.85346 1.83074
C -1.97372 -1.78352 2.07156
C -2.18697 -2.21690 3.34592
H -1.45369 -2.15059 5.34664
H 0.55907 -0.80780 4.80205
H 0.66747 0.20685 2.46182
H -2.68112 -1.95587 1.28690
H -3.04959 -2.82284 3.52467
*
```

From a natural (NBO) analysis of the wavefunction, the atomic charges in e read: number 1, Ga, carries 1.9218; number 2, C, carries -0.6492; number 3, C, carries 0.2413; number 4, C, carries -0.3143; number 5, C, carries -0.1266; number 6, C, carries -0.3143; number 7, C, carries 0.4181; number 8, N, carries -0.5706; number 9, N, carries -1.2589; number 10, Si, carries 1.8013; number 11, C, carries -1.1377; number 12, C, carries -1.1152; number 13, C, carries -1.1425; number 14, H, carries 0.2034; number 15, H, carries 0.2467; number 16, H, carries 0.2346; number 17, H, carries 0.2311; number 18, H, carries 0.2348; number 19, H, carries 0.2243; number 20, H, carries 0.2355; number 21, H, carries 0.2469; number 22, H, carries 0.2516; number 23, H, carries 0.2367; number 24, H, carries 0.2546; number 25, H, carries 0.2360; number 26, H, carries 0.2455; number 27, H, carries 0.2415; number 28, H, carries 0.2551; number 29, O, carries -0.5202; number 30, C, carries 0.7259; number 31, O, carries -0.8514; number 32, C, carries 0.1257; number 33, C, carries -0.1944; number 34, C, carries -0.0951; number 35, C, carries -0.2353; number 36, C, carries 0.0917; number 37, N, carries -0.6138; number 38, H, carries 0.2737; number 39, H, carries 0.2467; number 40, H, carries 0.2564; number 41, H, carries 0.2399; number 42, C, carries -0.0920; number 43, C, carries -0.2364; number 44, C, carries 0.1012; number 45, N, carries -0.6385; number 46, C, carries 0.0632; number 47, C, carries -0.2160; number 48, H, carries 0.2426; number 49, H, carries 0.2538; number 50, H, carries 0.2546; number 51, H, carries 0.2366; number 52, H, carries 0.2499

(2)
# C20H24MnN5S

C20H24MnN5S as an isolated structure in a non-equilibrium geometry (wB97M-V/def2-TZVPD, OMol25).

The total energy is -70730.2690 eV. The LUMO energy (spin up / spin down) comes out at -2.56 / -2.59 eV. Its energy relative to the best compared isomer or geometry (same formula, charge and spin) is 0.0000 eV. The HOMO energy (spin up / spin down) is -10.2 / -10.1 eV. As for the HOMO-LUMO gap (spin up / spin down): 7.6 / 7.5 eV.

Structure (ORCA input):
```
! RIJCOSX wB97M-V def2-TZVPD def2/J DEFGRID3
* xyz 1 2
Mn 0.00482 -0.21316 0.23925
N -2.17233 -0.04784 0.82871
C -2.98555 0.74026 -0.10981
C -2.10862 1.77247 -0.80609
N -0.85178 1.19394 -1.30310
C -0.90855 0.53882 -2.61825
C -1.35743 -0.91390 -2.50977
N -0.58367 -1.58728 -1.45634
H -2.60100 -0.94406 1.02678
H -2.09161 0.43023 1.72036
H -3.81089 1.25843 0.38479
H -3.43334 0.06161 -0.83204
H -1.83946 2.54642 -0.08505
H -2.67731 2.25229 -1.60996
H -0.16714 1.94043 -1.34468
H 0.10148 0.55698 -3.03158
H -1.55970 1.07838 -3.31454
H -1.24011 -1.39220 -3.48505
H -2.41318 -0.97483 -2.25621
H 0.30967 -1.90726 -1.81682
H -1.06200 -2.41204 -1.11260
S 2.27474 -3.33943 2.52424
C 0.80979 -3.16340 3.38183
C -0.03018 -2.26111 2.79206
C 0.48963 -1.66950 1.59973
C 1.73879 -2.17958 1.35085
C 2.55038 -1.70696 0.25023
C 3.79484 -2.23342 -0.10784
C 4.48720 -1.68198 -1.16351
C 3.93250 -0.60982 -1.85671
C 2.69626 -0.15165 -1.45585
N 2.00724 -0.67984 -0.43923
H 0.64227 -3.74384 4.27598
H -1.00547 -2.04029 3.21127
H 4.20229 -3.06714 0.44774
H 5.45182 -2.07932 -1.45021
H 4.44935 -0.13925 -2.68012
H 2.22745 0.68462 -1.96282
N 0.36043 1.33796 1.52968
C 0.22009 1.58679 2.64481
C 0.03859 1.88716 4.02949
C -0.96362 2.77600 4.42361
C -1.14668 3.03308 5.76945
C -0.34057 2.40497 6.71134
C 0.65391 1.51999 6.31479
C 0.85099 1.25501 4.97178
H -1.57622 3.26541 3.67771
H -1.91518 3.72463 6.08578
H -0.48855 2.60767 7.76353
H 1.27754 1.03657 7.05383
H 1.61523 0.56312 4.64382
*
```

From a natural (NBO) analysis of the wavefunction, the atomic charges in e read: number 1, Mn, carries 0.8598; number 2, N, carries -0.8091; number 3, C, carries -0.2271; number 4, C, carries -0.2279; number 5, N, carries -0.6356; number 6, C, carries -0.2246; number 7, C, carries -0.2274; number 8, N, carries -0.8113; number 9, H, carries 0.3953; number 10, H, carries 0.3831; number 11, H, carries 0.2071; number 12, H, carries 0.1972; number 13, H, carries 0.2086; number 14, H, carries 0.2036; number 15, H, carries 0.3966; number 16, H, carries 0.2068; number 17, H, carries 0.2029; number 18, H, carries 0.2095; number 19, H, carries 0.1945; number 20, H, carries 0.3924; number 21, H, carries 0.3981; number 22, S, carries 0.4246; number 23, C, carries -0.3916; number 24, C, carries -0.3067; number 25, C, carries -0.3084; number 26, C, carries -0.3305; number 27, C, carries 0.2130; number 28, C, carries -0.2351; number 29, C, carries -0.1340; number 30, C, carries -0.2707; number 31, C, carries 0.0493; number 32, N, carries -0.4824; number 33, H, carries 0.2410; number 34, H, carries 0.2055; number 35, H, carries 0.2332; number 36, H, carries 0.2313; number 37, H, carries 0.2340; number 38, H, carries 0.1870; number 39, N, carries -0.4134; number 40, C, carries 0.4538; number 41, C, carries -0.2318; number 42, C, carries -0.1025; number 43, C, carries -0.2231; number 44, C, carries -0.1537; number 45, C, carries -0.2016; number 46, C, carries -0.1379; number 47, H, carries 0.2172; number 48, H, carries 0.2329; number 49, H, carries 0.2322; number 50, H, carries 0.2351; number 51, H, carries 0.2409

(3)
# C20H24N2O4

A single C20H24N2O4 molecule (wB97M-V/def2-TZVPD, OMol25).

The total energy is -32301.6812 eV. The LUMO energy comes out at -0.57 eV. Its energy relative to the best compared isomer or geometry (same formula, charge and spin) is 0.0922 eV. The structure (SMILES) is O=C(NC[C@@H]1CCCO1)c1ccc2c(c1)C(=O)N(C1CCCCC1)C2=O. The HOMO energy is -9.6 eV. As for the HOMO-LUMO gap: 9.0 eV.

Structure (ORCA input):
```
! RIJCOSX wB97M-V def2-TZVPD def2/J DEFGRID3
* xyz 0 1
O 0.08400 2.91826 -2.30830
C -0.79067 2.12086 -2.04825
N -2.11177 2.37939 -2.21289
C -2.59751 3.67474 -2.61985
C -3.19867 4.47453 -1.44364
C -4.56451 3.93657 -1.00053
C -5.52238 4.65195 -1.95649
C -4.75395 5.93011 -2.33596
O -3.44006 5.81315 -1.81378
C -0.48860 0.74680 -1.52914
C -1.22040 -0.36818 -1.92877
C -0.90849 -1.64064 -1.46264
C 0.14636 -1.76254 -0.58280
C 0.89195 -0.64931 -0.18752
C 0.59727 0.61019 -0.65867
C 1.95195 -1.11480 0.74610
O 2.79187 -0.46594 1.31465
N 1.77823 -2.48772 0.84777
C 2.59942 -3.37382 1.65987
C 4.05674 -3.34388 1.19923
C 4.88148 -4.31942 2.03308
C 4.78410 -3.96854 3.51454
C 3.32837 -3.98362 3.97048
C 2.50034 -3.00732 3.14079
C 0.71798 -2.95698 0.08614
O 0.36908 -4.10822 0.01653
H -2.78678 1.71847 -1.86283
H -3.34178 3.55336 -3.41183
H -1.74215 4.22951 -3.01183
H -2.46482 4.49460 -0.63111
H -4.75803 4.23946 0.02845
H -4.63622 2.85271 -1.06485
H -5.71483 4.04337 -2.84001
H -6.47632 4.87940 -1.48653
H -5.19732 6.82682 -1.89371
H -4.71092 6.06646 -3.42337
H -2.02783 -0.25280 -2.63750
H -1.46824 -2.50759 -1.77731
H 1.17769 1.47524 -0.37809
H 2.18459 -4.37695 1.50145
H 4.44773 -2.33255 1.32112
H 4.11258 -3.60884 0.14074
H 5.92315 -4.28680 1.70902
H 4.51208 -5.33539 1.87428
H 5.36539 -4.68011 4.10399
H 5.20316 -2.97364 3.67804
H 3.26430 -3.71210 5.02569
H 2.92175 -4.99151 3.85783
H 2.87613 -1.99271 3.28194
H 1.45456 -3.03401 3.45645
*
```

From a natural (NBO) analysis of the wavefunction, the atomic charges in e read: number 1, O, carries -0.6019; number 2, C, carries 0.6611; number 3, N, carries -0.6141; number 4, C, carries -0.2572; number 5, C, carries 0.0936; number 6, C, carries -0.4276; number 7, C, carries -0.4417; number 8, C, carries -0.0744; number 9, O, carries -0.5170; number 10, C, carries -0.1137; number 11, C, carries -0.1940; number 12, C, carries -0.1578; number 13, C, carries -0.1303; number 14, C, carries -0.0636; number 15, C, carries -0.1437; number 16, C, carries 0.6782; number 17, O, carries -0.5497; number 18, N, carries -0.4700; number 19, C, carries -0.0487; number 20, C, carries -0.4124; number 21, C, carries -0.3942; number 22, C, carries -0.3970; number 23, C, carries -0.3942; number 24, C, carries -0.4123; number 25, C, carries 0.6899; number 26, O, carries -0.5510; number 27, H, carries 0.3938; number 28, H, carries 0.1889; number 29, H, carries 0.2498; number 30, H, carries 0.1964; number 31, H, carries 0.2170; number 32, H, carries 0.2009; number 33, H, carries 0.2035; number 34, H, carries 0.2215; number 35, H, carries 0.1836; number 36, H, carries 0.1726; number 37, H, carries 0.2197; number 38, H, carries 0.2345; number 39, H, carries 0.2512; number 40, H, carries 0.2315; number 41, H, carries 0.2209; number 42, H, carries 0.2107; number 43, H, carries 0.2118; number 44, H, carries 0.1940; number 45, H, carries 0.2081; number 46, H, carries 0.1975; number 47, H, carries 0.2114; number 48, H, carries 0.1939; number 49, H, carries 0.2208; number 50, H, carries 0.2099

- What is the energy relative to the best compared isomer or geometry (same formula, charge and spin) in the third record?
  0.0922 eV

- What is the energy relative to the best compared isomer or geometry (same formula, charge and spin) in the third record?
  0.0922 eV

- Among the records above, which one has the lowest energy relative to the best compared isomer or geometry (same formula, charge and spin)?
  C20H24MnN5S